No. 1
Entry from OMol25: a 3-piece molecular cluster, C2H12NO2 overall at a distorted geometry (wB97M-V/def2-TZVPD).

Values from the calculation:
total charge = +1
total energy = -288.3961 a.u.
largest force on an atom = 2.5 eV/Å
energy above the lowest of the compared OMol25 structures with the same formula, charge and spin = 0.487 eV
frontier orbital gap = 12.65 eV

Cartesian coordinates (Å):
H: 0.46876 0.51786 1.73319
H: 0.08020 -0.23671 -0.50446
H: -0.01123 1.27106 -0.18717
H: -0.14014 -1.88584 1.62624
H: -1.87288 -1.42662 1.44657
O: 1.63333 2.14108 -1.00234
C: -0.91028 -1.16500 1.88584
N: -0.57226 0.41697 -0.05572
H: 1.95916 2.64410 -1.76384
H: 2.26798 1.44622 -0.97111
H: -0.26107 -1.68084 -2.86781
H: -1.52431 0.38248 -0.39775
C: -0.55787 0.24256 1.48468
H: -1.23506 1.02672 1.81585
O: 0.47877 -1.36085 -2.32022
H: -1.00972 -1.14910 2.97280
H: 1.20663 -1.18409 -2.89476

---

No. 2
Entry from OMol25: a 8-piece molecular cluster, C40H50ClFNO27P overall at a distorted geometry (wB97M-V/def2-TZVPD).

Values from the calculation:
SMILES = CNCc1c(CCCCl)cc(COC)c2c1C(=O)C(CC(=O)F)=C(P(O)O)C2=O.O=C1OCCO1.O=C1OCCO1.O=C1OCCO1.O=C1OCCO1.O=C1OCCO1.O=C1OCCO1.O=C1OCCO1
total energy = -4541.6367 a.u.
largest force on an atom = 6.6 eV/Å
frontier orbital gap = 7.38 eV

Cartesian coordinates (Å):
H: 5.72739 2.59244 -0.84806
C: -4.31156 -4.42968 3.94625
H: -0.89350 -2.68867 1.20465
C: 10.72058 0.81734 -1.37541
Cl: 1.08129 0.77031 0.87079
H: 7.81268 -4.44847 -2.61083
C: -5.51675 -5.27241 3.24371
H: 7.10942 -6.08137 -2.56814
H: 0.59859 5.36433 0.92251
C: 8.78876 1.13906 -0.29284
H: -1.17405 -0.62656 0.25777
C: 10.27806 2.23701 -1.55123
C: -1.69993 -0.78777 -1.94134
O: 3.31128 1.76787 -2.00559
H: 4.87723 8.88266 3.59756
C: 4.22819 9.67071 3.20468
H: 10.35421 2.57184 -2.58696
H: 5.66812 -3.91369 -1.68570
H: -8.34523 -5.78988 3.34443
O: -8.75720 0.32382 6.36267
O: 9.90071 0.35584 -0.30889
C: -3.12810 -1.37674 -1.43009
P: -8.38979 -3.53039 2.98537
C: 5.49690 1.64776 -1.34860
H: 11.77750 0.73896 -1.11504
H: -4.33410 0.45979 -2.32501
H: -7.69138 -0.09747 -0.44268
C: 6.09036 -4.11858 -4.77572
H: -1.83831 0.95326 -0.39812
O: -8.32373 -2.90789 -0.38697
H: 4.89598 9.14079 1.21550
C: 6.88893 -1.04915 -6.58586
O: 9.53935 0.07164 -4.78201
H: -1.90453 -0.01418 -2.76141
O: 1.12499 8.32080 2.96189
H: -8.88747 1.54818 -1.31749
O: 5.36872 -3.64487 -3.72325
H: -5.10654 -6.33334 3.02609
H: -11.63371 0.53688 3.81999
H: 3.80742 1.42974 -0.01617
C: 4.12615 1.14589 -1.02053
C: 4.11883 2.06360 -3.06183
H: -0.96360 -1.60973 -2.23894
C: 0.21360 4.76852 2.96935
H: 6.34127 -0.69143 -7.45946
O: -4.43414 -3.17475 3.92464
C: 2.21512 8.79189 2.78207
C: 2.00389 3.52073 2.47149
H: 0.38989 1.61211 -1.29980
N: -1.39035 -3.59683 1.08069
O: 5.96205 -3.74150 -5.90866
C: -3.12206 -2.74180 -0.65082
C: -11.40343 -1.28144 4.97602
O: -7.57154 -2.72071 4.27224
H: -8.65541 1.28661 -3.19896
H: -7.85765 -0.94678 -2.06844
H: -6.38053 -5.31169 3.99140
H: 1.18073 6.51960 2.14459
H: 5.74649 0.34419 -5.38596
H: 10.83190 2.93095 -0.91162
H: 0.35495 5.19989 3.96482
H: -12.81149 0.35389 5.14009
H: 5.55151 -1.36003 -4.91675
H: 3.78173 10.52595 1.26440
O: 7.81245 0.91922 0.37188
F: -3.21737 -5.10597 4.56332
C: 6.98233 -5.07022 -2.95807
C: -8.21192 1.70596 -2.22675
O: -4.06710 -5.67100 0.52086
O: 7.36755 -0.47803 -4.42608
O: 5.43048 1.87492 -2.75012
C: 5.64616 -4.48737 -2.61370
C: -7.04038 -3.72819 1.64465
C: 8.46228 -0.25725 -5.20443
H: -2.05478 -4.72768 -0.60841
C: -7.21468 -2.98858 0.20907
O: -10.01895 -1.22194 5.28900
H: 4.86307 -5.24804 -2.54262
O: 2.26469 4.75529 1.96101
O: 6.97408 -5.07333 -4.37908
H: 4.62833 10.64104 3.50306
H: -11.57020 -1.84661 4.05745
C: -4.70406 -4.60445 0.72695
C: 6.25547 -0.62071 -5.30090
H: 10.52621 0.20570 -2.26124
C: -0.26470 -4.60964 1.15166
H: -0.90853 -3.34945 -1.01433
C: -5.83383 -2.40774 -0.40634
O: 2.90592 8.70123 1.61355
O: 8.18186 -0.45759 -6.52091
H: 1.05796 -0.18635 -1.41618
H: -0.58026 -5.63238 0.70735
H: 0.04852 -4.83324 2.24060
H: 4.04172 0.05979 -1.12662
O: -8.99274 -5.05898 3.49192
C: -5.79440 -1.05525 -1.23025
O: -10.86771 0.81819 5.70515
C: -11.78103 0.16156 4.83695
C: -5.84488 -4.50283 1.87849
O: 3.72455 2.44274 -4.13157
C: -4.40810 -0.53965 -1.75046
H: 0.66713 -4.27285 0.55015
C: -4.51469 -3.24627 -0.13482
H: -8.22782 -2.26699 4.86282
C: 1.03090 5.46089 1.92340
C: 4.02839 9.56429 1.72399
H: -11.93075 -1.77525 5.79750
H: 7.00026 -2.13454 -6.65640
C: -1.13293 0.07284 -0.66839
O: 8.92250 2.20485 -1.12791
O: 2.79005 2.61396 2.48538
C: -7.16284 -0.26348 -1.46241
H: -0.85156 4.76558 2.73230
H: 6.27339 0.92325 -1.11038
H: -7.95229 2.81930 -2.41465
C: 0.39004 0.55135 -0.85344
O: -6.91207 1.03054 -2.05545
C: -9.78434 0.00509 5.83561
C: -1.82397 -3.62421 -0.35458
O: 0.73697 3.44698 2.96286
O: 2.91704 9.48443 3.71903

---

No. 3
Entry from OMol25: a 2-piece molecular cluster, C3H6N2OS overall at a distorted geometry (wB97M-V/def2-TZVPD).

Values from the calculation:
total energy = -700.7002 a.u.
largest force on an atom = 3.7 eV/Å
energy above the lowest of the compared OMol25 structures with the same formula, charge and spin = 5.143 eV
frontier orbital gap (alpha / beta) = 8.14 / 8.26 eV

Cartesian coordinates (Å):
C: -2.44774 -0.22104 -0.93902
H: 0.74166 -0.99896 2.38436
C: 1.39976 -0.63362 1.56970
H: -0.79109 1.96334 -0.01484
H: 2.05365 -1.40345 1.25100
O: 0.63092 -0.30364 -1.56262
C: 0.01456 0.02361 -0.36450
H: 0.44271 -1.21504 -1.78883
N: 0.07254 1.43756 -0.15462
H: 0.55776 1.88131 -0.96669
H: 1.98467 0.27049 2.05699
N: -3.17863 0.11780 -1.74450
S: -1.48077 -0.91835 0.27357

---

No. 4
Entry from OMol25: a 2-piece molecular cluster, C6H16NO overall at a distorted geometry (wB97M-V/def2-TZVPD).

Values from the calculation:
total energy = -368.0852 a.u.
multiplicity = 2
largest force on an atom = 3.3 eV/Å
energy above the lowest of the compared OMol25 structures with the same formula, charge and spin = 1.033 eV
frontier orbital gap (alpha / beta) = 9.22 / 9.16 eV

Cartesian coordinates (Å):
H: 2.95423 -2.55685 0.85769
C: 0.17955 0.25009 -1.47649
H: 1.71989 -1.81876 -0.93600
C: 1.60924 -1.16696 -0.05132
H: 0.53595 1.11086 1.18123
H: 0.40976 0.11433 -2.60373
H: 1.47340 2.37543 0.33280
C: 2.80250 -1.50383 0.82207
H: 0.66176 -1.46453 0.41964
O: -1.54632 0.39199 -0.02887
H: 2.76834 -1.11042 1.89238
H: -4.65531 -0.05232 0.00594
H: 2.16664 0.67447 -1.33508
H: 2.31355 1.03924 1.14805
H: -5.77715 -0.38250 1.17760
C: -0.95683 1.10021 -1.08385
H: -1.65300 1.08948 -1.88838
C: 1.42923 1.28624 0.55645
H: 3.66451 -1.05170 0.29439
H: -4.17982 -0.26656 1.63662
H: -1.64086 -0.45695 -0.39915
N: -4.89816 -0.11159 0.96395
H: -0.78448 2.19058 -0.84987
C: 1.40338 0.32005 -0.63606

---

No. 5
Entry from OMol25: O4SSn as an isolated structure at a distorted geometry (wB97M-V/def2-TZVPD).

Values from the calculation:
total charge = -1
total energy = -913.4122 a.u.
multiplicity = 2
largest force on an atom = 6.2 eV/Å
frontier orbital gap (alpha / beta) = 4.85 / 5.04 eV

Cartesian coordinates (Å):
Sn: 0.74923 -2.56858 -1.33582
O: -1.04820 0.06448 1.31097
O: -0.03416 2.02375 0.28267
O: 1.15997 -0.18728 0.36707
O: -0.70774 0.10975 -0.92847
S: -0.11910 0.55788 0.30358

---

No. 6
Entry from OMol25: C48H39N6O4PRhS as an isolated structure at a distorted geometry (wB97M-V/def2-TZVPD).

Values from the calculation:
total charge = +1
total energy = -3331.9289 a.u.
largest force on an atom = 4.8 eV/Å
frontier orbital gap (alpha / beta) = 5.73 / 5.48 eV

Cartesian coordinates (Å):
C: 3.19132 2.79440 -4.15572
C: 0.65852 -2.99899 0.21641
H: -0.00166 3.75399 -3.55281
H: -0.90280 0.75860 -5.50897
H: -3.36909 -3.69135 -0.53893
H: 1.12553 1.86732 5.06057
H: -4.17879 4.44800 -5.51970
C: 1.23823 2.17527 2.94129
H: 4.16387 -5.16807 -1.82735
H: -3.84946 0.23680 3.58922
N: -2.23367 1.14412 2.61618
C: -3.63651 1.07082 2.91899
C: -3.10602 3.03796 -4.32416
H: 3.99808 0.85708 -3.70305
C: -0.43174 1.31145 -2.55600
H: -4.19784 0.93282 1.99587
H: 2.11995 4.63170 -4.45741
C: -3.95717 0.62816 -2.27582
C: 2.06359 3.60810 -4.11491
C: -1.59971 0.55010 1.57566
C: -2.17180 2.00470 -4.31740
H: -2.06567 4.93996 7.57088
H: -1.67652 -5.52701 -1.53114
H: 3.94088 3.30895 1.26266
C: -3.47784 3.62670 -5.51867
H: 1.76955 -4.81506 -1.44782
H: -1.15043 5.89478 5.49036
H: 1.04043 -7.92641 1.81229
C: 3.33314 3.01168 2.10092
C: 0.87313 3.12033 -3.61071
H: -4.23493 -0.33055 -1.83640
C: -1.14724 -1.82458 0.35030
C: 1.74339 2.20282 4.23928
O: 2.97199 1.51792 -0.85055
C: 0.80904 1.81427 -3.13215
O: 2.85100 -0.83588 -1.01982
H: -0.16551 -9.18613 0.06798
H: 2.69712 -1.87101 1.52609
H: 4.85002 3.34177 3.57099
C: 0.44830 -7.40338 1.07903
C: -2.09093 2.16796 5.64221
C: -1.92903 4.31311 6.70444
H: 3.42593 2.65640 5.46623
C: 3.84266 -4.45367 -1.08442
C: -1.72038 1.41464 -3.06014
H: -2.65482 2.54266 7.66243
H: -1.60016 1.78816 -7.64193
C: -1.29968 1.86099 3.30889
H: 1.58622 2.71365 0.87919
C: 2.06941 -3.31095 0.06049
N: -2.53715 0.81451 -2.14752
H: -4.22878 0.63423 -3.33139
C: 1.93698 0.99203 -3.19210
P: -2.40689 -0.50160 0.33159
C: 0.38041 -6.02511 1.11573
C: -1.75277 0.37807 -1.12737
C: 2.49297 -4.26226 -0.86640
N: 0.17338 -1.73218 0.30936
H: -2.87568 -4.59495 0.90322
C: 4.79012 -3.71504 -0.37723
H: 5.84049 -3.86439 -0.57684
H: -3.23153 3.63435 -7.64332
S: 3.71053 0.26492 -0.43291
H: 5.09221 -2.19151 1.10181
C: 4.37780 -2.79150 0.56338
C: 3.12557 1.48941 -3.70297
H: -1.51606 -7.97822 -1.60621
C: -0.41433 -3.88530 0.21401
C: 3.02587 -2.58792 0.78747
C: -0.09756 1.67207 2.65126
C: -2.26278 2.97057 6.75441
H: -2.33945 1.11747 5.67934
C: 3.83468 3.02644 3.39099
N: -1.53961 -3.12641 0.31094
H: 0.90973 -5.46707 1.87314
C: -1.55836 2.70261 4.47379
C: 3.03741 2.63596 4.45870
C: -0.39087 -5.34094 0.17872
O: 5.06786 0.21790 -0.85862
H: 1.87332 -0.03504 -2.86305
C: -0.23256 -8.11001 0.10094
N: -0.31293 0.85809 1.58483
C: -2.88830 -3.61062 0.43710
C: -0.99757 -7.43232 -0.83404
H: -4.50474 1.42593 -1.76942
O: 3.49873 0.19515 1.03580
H: -3.95109 1.99332 3.40529
C: -1.09060 -6.05372 -0.79197
Rh: 1.32216 0.39679 0.13805
C: -2.94135 3.17281 -6.71251
H: -3.46864 -2.92652 1.05891
C: 2.02884 2.60602 1.87387
H: 4.12432 3.19102 -4.52477
C: -1.21302 4.05148 4.42859
N: -0.48314 0.67112 -1.36205
H: -3.51294 3.39941 -3.39052
C: -1.40825 4.84998 5.53829
C: -2.01866 2.13868 -6.71134
H: -0.80383 4.46684 3.51957
C: -1.62582 1.56039 -5.51945

---

No. 7
Entry from OMol25: one molecule with the formula C9H24N2O2Si at a distorted geometry (wB97M-V/def2-TZVPD).

Values from the calculation:
SMILES = CO[Si](C)(C[C@@H](C)CNCCN)OC
total energy = -906.8662 a.u.
largest force on an atom = 1.8 eV/Å
frontier orbital gap = 9.37 eV

Cartesian coordinates (Å):
H: -1.71856 2.58009 -1.18844
H: -0.09776 -0.44860 -2.07464
H: -0.74528 -0.38455 0.38083
H: -2.01793 -2.24551 1.53681
H: 2.43252 3.95186 0.71719
C: 2.99710 -1.88501 1.06746
N: -0.66123 -1.40760 0.21430
H: -3.42486 -0.58587 0.46561
H: -2.16224 -0.29005 -1.48807
H: 0.38928 -1.79897 2.03082
C: 0.43660 0.49187 -2.13841
C: -3.10661 -1.42666 -0.14295
H: 1.47438 0.47496 1.61951
H: 3.11014 -2.93508 0.79618
O: -0.70857 1.59920 0.32517
O: 1.57563 2.74942 -0.67686
H: 3.84321 -1.38411 0.65500
H: -0.00325 1.24035 -2.80140
H: -3.98412 -2.11228 -0.14387
C: -1.77043 2.42549 -0.10621
C: 1.77696 0.25283 0.60586
H: 0.77641 4.43579 0.19495
Si: 0.70377 1.33252 -0.50815
H: 0.99885 3.04117 1.26615
H: -2.45562 -1.75995 -2.01563
H: 2.77015 0.63645 0.44272
H: 0.51056 -3.03062 0.75244
H: 1.43573 0.31531 -2.57103
N: -2.85742 -1.02383 -1.49284
H: -1.81574 -3.11167 0.01901
C: 0.48920 -1.94764 0.93343
C: -1.90197 -2.11666 0.45247
H: -1.67232 3.40589 0.40879
C: 1.45229 3.59307 0.42774
H: -2.72148 1.95746 0.08190
C: 1.77307 -1.26436 0.43531
H: 1.79660 -1.47844 -0.64915
H: 3.08297 -1.84625 2.16798

---

No. 8
Entry from OMol25: one molecule with the formula C6H9NO at a distorted geometry (wB97M-V/def2-TZVPD).

Values from the calculation:
total energy = -363.8142 a.u.
largest force on an atom = 1.5 eV/Å
energy above the lowest of the compared OMol25 structures with the same formula, charge and spin = 5.716 eV
frontier orbital gap (alpha / beta) = 7.38 / 8.22 eV

Cartesian coordinates (Å):
H: 1.74445 1.44244 -0.56588
H: 0.57630 -1.62472 -2.47252
C: -1.63903 1.09212 1.66835
H: 0.10756 0.07769 -2.15461
H: -1.28957 1.05775 2.70385
H: 1.11553 -0.10533 1.47494
C: -1.05707 -0.96468 0.17501
H: -1.46335 -1.83317 -0.29928
H: 1.80848 -0.37474 -2.37809
H: -1.41975 2.08792 1.27816
O: 1.67693 -1.93243 -0.09379
N: 0.93784 1.48812 0.05842
C: 1.00573 -1.00137 -0.48429
H: -2.71259 0.91145 1.64686
C: 0.66146 0.28109 0.55744
C: -0.90191 0.09594 0.85207
C: 0.84900 -0.69807 -1.96663